Record 1
Molecular formula: C3H8S2
Method: DFT, wB97M-V/def2-TZVPD

For the energy relative to the best compared isomer or geometry (same formula, charge and spin), the calculation gives 40.9 kcal per mole. The value obtained for the largest force on an atom is 5.3 eV/Å. The gap between HOMO and LUMO (spin up / spin down) is 0.3878 / 0.2358 Eh. Its spin multiplicity is 2. As for the total charge: +1. The expectation value of S² is 0.75.

Cartesian coordinates (Å):
C  0.37  -0.05  -0.47
C  1.51  -1.04  -0.05
C  -0.50  -0.05  0.69
S  -2.19  0.30  0.45
S  -2.33  1.56  -1.17
H  0.08  -0.45  -1.45
H  0.74  0.87  -0.71
H  1.03  -1.79  0.36
H  2.21  -1.28  -0.81
H  2.05  -0.68  0.82
H  -0.09  0.66  1.54
H  -0.55  -0.92  1.40
H  -2.33  2.88  -0.61

Record 2
Molecular formula: C23H39NO18S3V2
Method: DFT, wB97M-V/def2-TZVPD

The value obtained for the largest force on an atom is 5.7 eV/Å. The gap between HOMO and LUMO (spin up / spin down) is 0.1238 / 0.0890 Eh. Its spin multiplicity is 2. As for the total charge: +1. The expectation value of S² is 0.76.

Cartesian coordinates (Å):
O  -1.81  4.74  1.90
V  -0.92  3.85  0.91
O  -0.55  2.49  1.68
O  2.98  5.38  -1.35
V  1.38  5.54  -1.33
O  0.78  6.94  -1.68
C  1.60  2.04  -0.64
C  0.57  2.47  -1.73
C  -0.41  1.32  -1.98
O  -0.09  3.71  -1.43
H  2.17  1.22  -1.05
H  1.25  1.49  0.23
H  2.21  2.86  -0.26
H  1.14  2.52  -2.66
H  -0.90  1.03  -1.05
H  0.03  0.42  -2.40
H  -1.10  1.45  -2.81
N  -3.56  2.81  -0.91
O  -3.23  3.44  -1.89
O  -4.62  2.37  -0.78
O  -2.75  2.72  -0.01
C  3.59  3.08  4.10
C  2.83  2.51  2.93
O  3.65  1.57  2.24
S  4.59  0.72  3.38
O  6.01  0.58  2.98
O  4.03  -0.41  3.98
O  4.51  2.03  4.44
H  2.90  3.26  4.92
H  4.29  3.89  3.89
H  2.49  3.31  2.28
H  1.87  2.14  3.28
O  -3.34  1.25  -4.77
S  -4.41  0.28  -4.54
O  -5.76  0.61  -4.95
O  -3.88  -1.13  -5.28
C  -4.86  -2.00  -5.89
C  -5.29  -3.20  -5.11
C  -4.36  -0.40  -2.86
H  -4.55  -2.26  -6.91
H  -5.61  -1.25  -6.12
H  -6.17  -3.71  -5.50
H  -5.52  -2.92  -4.08
H  -4.47  -3.89  -4.99
H  -3.41  -0.91  -2.72
H  -5.18  -1.09  -2.64
H  -4.45  0.37  -2.10
O  -0.55  -3.77  5.36
S  0.47  -3.27  4.46
O  1.11  -4.07  3.43
O  0.01  -1.83  3.77
C  0.72  -1.10  2.66
C  0.80  -1.68  1.25
C  1.86  -2.73  5.58
H  1.76  -0.89  2.91
H  0.31  -0.10  2.78
H  -0.03  -2.38  1.27
H  1.67  -2.30  1.02
H  0.69  -0.91  0.49
H  1.51  -1.75  5.93
H  2.73  -2.67  4.92
H  1.93  -3.44  6.40
C  -3.15  -2.38  2.80
C  -4.34  -3.00  2.64
C  -5.12  -2.61  1.59
C  -4.75  -1.66  0.65
C  -3.53  -1.05  0.89
C  -2.80  -1.29  2.01
H  -2.55  -2.66  3.66
H  -4.58  -3.94  3.09
H  -5.95  -3.26  1.35
H  -5.40  -1.51  -0.20
H  -3.09  -0.31  0.24
H  -1.86  -0.78  2.19
C  6.01  -1.82  -2.34
C  5.30  -1.52  -1.17
C  4.91  -0.19  -0.92
C  5.40  0.86  -1.69
C  6.18  0.51  -2.82
C  6.50  -0.83  -3.16
H  6.19  -2.88  -2.44
H  4.92  -2.25  -0.47
H  4.25  -0.01  -0.08
H  5.11  1.88  -1.46
H  6.46  1.37  -3.41
H  7.27  -1.02  -3.89

Record 3
Molecular formula: C14H25CoNO8P2
Method: DFT, wB97M-V/def2-TZVPD

For the energy relative to the best compared isomer or geometry (same formula, charge and spin), the calculation gives 7.4 kcal per mole. The value obtained for the largest force on an atom is 0.6 eV/Å. The gap between HOMO and LUMO (spin up / spin down) is 0.3208 / 0.3105 Eh. Its spin multiplicity is 2. The expectation value of S² is 0.79.

Cartesian coordinates (Å):
Co  0.00  0.47  0.54
C  -1.42  -1.46  2.73
C  -0.36  -1.83  1.73
C  -0.68  -1.94  0.37
C  0.25  -2.46  -0.55
C  -0.12  -2.66  -1.99
C  1.50  -2.81  -0.09
C  1.85  -2.71  1.26
C  3.22  -3.12  1.72
C  0.91  -2.23  2.15
H  -2.04  -2.34  2.95
H  -2.07  -0.67  2.37
H  -0.97  -1.13  3.67
H  -1.68  -1.70  0.04
H  -0.03  -3.71  -2.26
H  0.53  -2.08  -2.65
H  -1.15  -2.36  -2.18
H  2.23  -3.19  -0.80
H  3.34  -4.20  1.68
H  3.40  -2.80  2.75
H  3.99  -2.68  1.09
H  1.16  -2.16  3.20
N  0.42  3.02  3.58
C  0.53  2.16  2.56
O  -0.42  1.42  2.25
C  1.80  2.09  1.76
C  1.83  0.71  1.10
H  -0.46  3.09  4.07
H  1.17  3.63  3.83
H  2.66  2.31  2.41
H  1.77  2.91  1.03
H  2.10  -0.02  1.87
H  2.54  0.64  0.28
C  -2.55  0.22  -3.16
C  -1.70  1.42  -2.78
O  -1.99  2.48  -3.68
P  -2.09  1.94  -1.08
O  -1.18  3.21  -0.77
O  -3.54  2.57  -1.16
O  -2.01  0.86  -0.05
P  0.12  0.98  -2.80
O  0.73  2.48  -3.07
O  0.46  0.09  -3.92
O  0.49  0.66  -1.37
H  -3.59  0.54  -3.26
H  -2.49  -0.55  -2.40
H  -2.20  -0.17  -4.11
H  -1.22  3.06  -3.71
H  -0.24  3.05  -0.98
H  -4.01  2.54  -0.31
H  1.27  2.47  -3.87

Question: What is the formula in the first record?
Answer: C3H8S2

Question: What is the formula in the third record?
Answer: C14H25CoNO8P2

Question: What is the formula in the second record?
Answer: C23H39NO18S3V2